The following is a DFT calculation (wB97M-V/def2-TZVPD) of a 2-piece molecular cluster, HNO2S2 overall in a non-equilibrium geometry.

Each line ends with the Mulliken charge.
Cartesian coordinates (Å):
N 1.327 -0.535 0.061  0.749
O 0.706 -1.404 -0.484  -0.334
O 2.437 -0.502 0.462  -0.421
S -1.461 0.541 -0.717  -0.085
S -0.639 1.826 0.634  -0.107
H -2.370 0.074 0.045  0.198

Computed properties:
strongest force on any atom: 2.6 eV/Å
molar mass: 111.15 g mol⁻¹
calculated total energy: -27267.198 eV
LUMO energy (alpha / beta): -2.0483 / -1.9208 eV
orbital gap (alpha / beta): 7.43 / 7.29 eV
energy above the lowest of the compared OMol25 structures with the same formula, charge and spin: 48.8 kcal/mol

The following is a DFT calculation (wB97M-V/def2-TZVPD) of one molecule with the formula C5H13NO in a non-equilibrium geometry.

Each line ends with the Mulliken charge.
Cartesian coordinates (Å):
C -0.539 -2.314 -1.330  -1.036
C -0.258 -0.884 -1.981  -0.431
N -0.361 0.097 -0.829  -0.355
C 0.658 -0.056 0.320  -0.838
C 0.687 1.317 1.420  0.120
C -0.722 1.403 2.110  -1.107
O 0.949 2.578 0.916  -0.530
H -1.221 -2.124 -0.522  0.311
H 0.377 -2.828 -0.964  0.247
H -0.856 -3.051 -2.122  0.333
H 0.811 -0.960 -2.388  0.253
H -0.941 -0.770 -2.800  0.430
H -0.241 0.966 -1.243  0.218
H 0.323 -0.948 0.887  0.358
H 1.618 -0.029 -0.188  0.409
H 1.482 0.990 2.027  0.344
H -0.993 0.349 2.373  0.269
H -0.889 1.948 2.964  0.413
H -1.360 1.782 1.262  0.266
H 1.474 2.533 0.088  0.325

Computed properties:
strongest force on any atom: 4.5 eV/Å
molar mass: 103.16 g mol⁻¹
calculated total energy: -8931.339 eV
LUMO energy: 0.8422 eV
structure (SMILES): CCNC[C@H](C)O
orbital gap: 9.72 eV
energy above the lowest of the compared OMol25 structures with the same formula, charge and spin: 61.6 kcal/mol

The following is a DFT calculation (wB97M-V/def2-TZVPD) of a 9-piece molecular cluster, C39H76Br16F5N2O10P2SSi overall in a non-equilibrium geometry.

Each line ends with the Mulliken charge.
Cartesian coordinates (Å):
C 0.319 -3.181 -1.108  -1.867
C 0.578 -1.742 -1.561  -1.140
C 1.234 -0.751 -0.552  2.006
C 0.783 -1.110 0.858  -1.856
C -0.724 -1.181 1.153  -2.701
O -1.583 -1.180 0.014  0.141
Si -3.245 -1.290 0.294  0.447
C -3.912 0.460 0.568  -0.201
C -4.116 -1.934 -1.242  -0.718
C -3.715 -2.276 1.804  -0.345
C 0.667 0.694 -0.886  -1.718
P 0.428 1.888 0.512  0.344
C 1.708 3.109 0.940  -1.107
C -1.185 2.777 0.397  -0.906
N 1.167 1.212 -2.225  1.122
C 0.385 2.389 -2.750  -0.096
C -0.923 1.904 -3.375  0.453
C -0.720 1.675 -4.872  -0.433
N -0.106 0.346 -5.087  -0.401
C 2.620 1.236 -2.474  -0.923
S 3.665 2.669 -2.103  1.952
O 4.795 2.490 -2.974  -0.776
O 4.139 2.744 -0.755  -0.633
C 3.058 4.309 -2.732  0.460
F 4.068 5.114 -2.395  -0.259
F 1.984 4.827 -2.131  -0.255
C 2.949 4.400 -4.309  0.681
F 2.931 3.187 -4.890  -0.184
F 1.828 5.047 -4.632  -0.192
F 3.967 5.082 -4.806  -0.262
C 3.243 -0.117 -2.053  -2.521
O 4.614 -0.195 -2.324  -0.428
C 2.821 -0.729 -0.700  3.780
C 3.457 -0.186 0.598  -1.761
C 4.871 0.281 0.704  -0.336
O 5.834 0.145 0.002  -0.444
O 5.068 0.971 1.969  -0.377
C 5.729 0.081 2.789  0.970
C 7.020 0.520 3.417  -1.231
O 5.274 -1.044 2.980  -0.456
P 3.505 -2.484 -0.785  0.160
O 3.076 -3.253 0.375  -0.796
O 5.113 -2.433 -0.708  -0.471
O 3.202 -3.186 -2.214  -0.602
H -0.213 -3.284 -0.171  0.057
H 1.184 -3.830 -1.081  0.393
H -0.338 -3.615 -1.862  0.558
H 1.118 -1.806 -2.508  0.521
H -0.406 -1.384 -1.852  0.311
H 1.198 -2.088 1.092  1.384
H 1.204 -0.491 1.639  0.648
H -0.898 -2.094 1.726  0.665
H -1.029 -0.380 1.831  0.837
H -4.995 0.462 0.510  0.146
H -3.542 0.808 1.529  0.269
H -3.539 1.080 -0.245  -0.165
H -5.144 -1.597 -1.241  -0.136
H -4.049 -3.012 -1.348  0.371
H -3.638 -1.460 -2.103  0.216
H -3.358 -3.305 1.793  0.402
H -4.814 -2.339 1.830  -0.616
H -3.415 -1.806 2.737  0.392
H -0.375 0.480 -1.118  0.558
H 2.618 2.730 1.389  0.190
H 1.282 3.785 1.677  0.523
H 2.023 3.742 0.112  0.187
H -1.721 2.585 1.315  0.579
H -1.768 2.502 -0.473  -0.235
H -0.979 3.847 0.364  0.603
H 0.839 0.480 -2.882  0.107
H 0.967 2.789 -3.574  0.033
H 0.187 3.135 -1.989  0.335
H -1.734 2.605 -3.202  -0.381
H -1.222 0.934 -2.977  -0.120
H -1.705 1.666 -5.333  -0.008
H -0.116 2.452 -5.340  0.145
H 0.867 0.437 -5.351  0.157
H -0.560 -0.138 -5.847  0.274
H 2.693 1.211 -3.560  0.858
H 2.802 -0.786 -2.803  1.466
H 4.729 -0.225 -3.280  0.669
H 3.340 -0.954 1.362  1.159
H 2.830 0.621 0.971  -0.360
H 7.094 0.142 4.428  0.371
H 7.029 1.605 3.471  0.353
H 7.863 0.163 2.841  0.277
H 5.497 -2.570 -1.581  0.383
H 3.830 -2.841 -2.862  0.418
Br 2.607 12.469 -3.192  -0.126
C 2.238 10.869 -2.151  -0.588
C 1.573 9.807 -2.985  -0.460
Br -0.303 10.205 -3.292  -0.127
H 1.636 11.176 -1.303  0.377
H 3.208 10.525 -1.800  0.356
H 1.578 8.853 -2.461  0.164
H 2.034 9.689 -3.960  0.401
Br -1.776 3.602 -8.447  -0.145
C -3.699 3.803 -8.224  -0.664
C -4.050 4.151 -6.804  -0.565
Br -3.917 2.591 -5.643  -0.149
H -4.154 2.876 -8.556  0.395
H -3.987 4.608 -8.895  0.401
H -5.085 4.478 -6.731  0.425
H -3.400 4.912 -6.384  0.274
Br 2.437 -5.218 4.502  -0.161
C 3.645 -3.696 4.596  -0.309
C 4.784 -3.958 5.542  -0.520
Br 4.220 -3.808 7.400  -0.133
H 3.048 -2.837 4.879  0.391
H 4.016 -3.560 3.582  0.066
H 5.563 -3.210 5.416  0.339
H 5.211 -4.948 5.421  0.347
Br 3.345 -9.737 5.940  -0.143
C 4.559 -8.220 6.041  -0.510
C 5.699 -8.486 6.988  -0.543
Br 5.138 -8.333 8.844  -0.136
H 3.963 -7.357 6.324  0.231
H 4.930 -8.084 5.026  0.351
H 6.480 -7.739 6.864  0.340
H 6.125 -9.476 6.868  0.407
Br -6.943 3.058 0.317  -0.165
C -8.107 2.582 -1.168  -0.566
C -8.780 1.263 -0.920  -0.555
Br -7.567 -0.230 -1.217  -0.117
H -7.499 2.586 -2.067  0.338
H -8.841 3.382 -1.225  0.368
H -9.594 1.104 -1.623  0.368
H -9.154 1.170 0.094  0.372
Br -1.306 6.057 -3.709  -0.085
C -3.199 5.839 -4.107  0.504
C -4.016 5.987 -2.855  -0.758
Br -3.916 4.398 -1.738  -0.065
H -3.322 4.874 -4.589  -0.897
H -3.438 6.630 -4.815  0.569
H -5.072 6.102 -3.089  0.387
H -3.690 6.823 -2.244  0.432
Br -7.206 -2.145 2.174  -0.097
C -8.121 -3.702 2.904  -0.649
C -7.627 -4.029 4.286  -0.567
Br -5.884 -4.891 4.233  -0.135
H -7.973 -4.512 2.198  0.380
H -9.174 -3.432 2.928  0.338
H -8.289 -4.746 4.767  0.353
H -7.525 -3.152 4.916  0.351
Br -0.065 -7.738 8.245  -0.120
C 0.019 -9.211 9.512  -0.613
C 0.421 -10.495 8.839  -0.255
Br -1.051 -11.267 7.826  -0.132
H -0.951 -9.269 9.993  0.386
H 0.768 -8.917 10.244  0.335
H 0.685 -11.247 9.579  0.339
H 1.246 -10.364 8.146  0.055

Computed properties:
strongest force on any atom: 4.1 eV/Å
net charge: +1
molar mass: 2228.60 g mol⁻¹
calculated total energy: -1236684.244 eV
LUMO energy: -2.8211 eV
orbital gap: 7.75 eV